Entry 1:
# C3H6N2O

An isolated molecule of C3H6N2O (the ωB97M-V functional and the def2-TZVPD basis, the Open Molecules 2025 dataset).

ORCA input file:
```
! wB97M-V def2-TZVPD RIJCOSX def2/J DEFGRID3
* xyz 0 1
N 1.748 0.192 0.208
C 0.933 -0.721 -0.415
O 1.288 -1.853 -0.659
N -0.375 -0.279 -0.730
C -1.401 -0.492 0.277
C -0.998 0.879 -0.123
H 1.554 1.179 0.164
H 2.717 -0.079 0.277
H -2.335 -0.930 -0.063
H -1.059 -0.819 1.258
H -1.619 1.454 -0.806
H -0.453 1.470 0.613
*
```

Output
- energy relative to the best compared isomer or geometry (same formula, charge and spin) (eV) = 1.396
- highest occupied orbital energy (eV) = -10.0
- structure (SMILES) = NC(=O)N1CC1
- energy (eV) = -8235.30316
- Kohn-Sham gap (Eh) = 0.3988
- LUMO energy (eV) = 0.89

***

Entry 2:
# C18H17BrFeN5O7S

A structure of composition C18H17BrFeN5O7S (the ωB97M-V functional and the def2-TZVPD basis, the Open Molecules 2025 dataset).

ORCA input file:
```
! wB97M-V def2-TZVPD RIJCOSX def2/J DEFGRID3
* xyz 0 2
Fe 0.150 -0.339 -0.773
C -3.443 2.125 -0.076
C -2.494 0.973 -0.132
N -1.406 0.984 -0.809
N -1.165 2.111 -1.578
C -0.437 1.838 -2.612
N -0.179 2.830 -3.498
S 0.205 0.263 -2.944
C -2.820 -0.269 0.597
C -3.930 -0.396 1.421
C -4.153 -1.623 2.034
C -3.273 -2.663 1.801
C -2.188 -2.437 0.961
N -1.977 -1.271 0.375
H -3.151 2.898 -0.776
H -4.459 1.793 -0.293
H -3.437 2.542 0.935
H -0.701 3.685 -3.428
H 0.305 2.617 -4.350
H -4.598 0.435 1.592
H -5.005 -1.756 2.688
H -3.407 -3.630 2.265
H -1.452 -3.207 0.769
O 3.104 1.992 0.657
C 1.824 1.647 0.631
O 1.313 1.252 -0.398
C 1.150 1.949 1.945
O -0.187 1.577 1.998
C -0.429 0.433 2.806
C 0.134 -0.884 2.257
O 0.028 -1.863 2.976
O 0.674 -0.846 1.092
H 3.481 1.783 -0.212
H 1.753 1.497 2.739
H 1.232 3.036 2.062
H -0.027 0.585 3.813
H -1.510 0.339 2.895
Br 5.205 -5.727 -1.517
C 3.385 -5.282 -1.756
C 2.497 -6.248 -2.213
N 1.204 -6.006 -2.400
C 0.756 -4.784 -2.134
C 1.577 -3.761 -1.677
C 2.927 -4.011 -1.479
C 1.023 -2.418 -1.398
O -0.221 -2.199 -1.431
O 1.771 -1.442 -1.115
H 2.848 -7.249 -2.433
H -0.299 -4.597 -2.291
H 3.580 -3.229 -1.117
*
```

Output
- energy relative to the best compared isomer or geometry (same formula, charge and spin) (eV) = 0.189
- highest occupied orbital energy (alpha / beta) (eV) = -8.3 / -8.3
- <S²> = 0.812
- energy (eV) = -155990.84921
- Kohn-Sham gap (alpha / beta) (Eh) = 0.2911 / 0.3019
- LUMO energy (alpha / beta) (eV) = -0.42 / -0.13

***

Entry 3:
# C9H21ClN2O6

A cluster of 2 separate species, C9H21ClN2O6 in total in a non-equilibrium geometry (the ωB97M-V functional and the def2-TZVPD basis, the Open Molecules 2025 dataset).

ORCA input file:
```
! wB97M-V def2-TZVPD RIJCOSX def2/J DEFGRID3
* xyz 0 1
C -1.706 0.726 2.362
C -1.963 1.504 1.067
C -0.931 1.206 -0.017
C 0.483 1.563 0.463
C 1.554 1.374 -0.605
N 2.879 0.805 -0.071
N 3.219 1.152 1.270
C 3.040 -0.674 -0.262
C 1.890 -1.525 0.279
O 1.800 -2.640 -0.602
C 0.853 -2.558 -1.613
C -0.568 -2.411 -1.209
O 1.262 -2.593 -2.742
H -1.375 -0.298 2.165
H -0.979 1.231 3.004
H -2.634 0.653 2.935
H -2.966 1.302 0.701
H -1.919 2.578 1.293
H -0.970 0.136 -0.254
H -1.171 1.726 -0.949
H 0.478 2.600 0.808
H 0.680 0.941 1.336
H 1.228 0.736 -1.428
H 1.822 2.340 -1.037
H 3.620 1.224 -0.632
H 2.656 0.604 1.908
H 3.052 2.143 1.407
H 3.990 -0.928 0.210
H 3.121 -0.866 -1.332
H 0.956 -0.961 0.302
H 2.083 -1.919 1.276
H -1.076 -3.372 -1.294
H -0.659 -2.067 -0.180
H -1.047 -1.713 -1.892
O -5.042 -1.129 -2.190
Cl -4.304 -0.427 -1.176
O -2.940 -0.941 -1.137
O -4.908 -0.618 0.118
O -4.255 0.985 -1.491
*
```

Output
- highest occupied orbital energy (eV) = -8.4
- energy (eV) = -37450.93137
- Kohn-Sham gap (Eh) = 0.2674
- LUMO energy (eV) = -1.10

***

Entry 4:
# C31H48F4N7NaP

A structure of composition C31H48F4N7NaP in a non-equilibrium geometry (the ωB97M-V functional and the def2-TZVPD basis, the Open Molecules 2025 dataset).

ORCA input file:
```
! wB97M-V def2-TZVPD RIJCOSX def2/J DEFGRID3
* xyz -1 1
Na -1.065 -0.297 -0.523
C -1.581 3.189 -2.365
N -2.287 2.440 -1.346
C -3.719 2.571 -1.523
C -1.868 2.844 -0.007
C -2.598 2.093 1.103
N -2.513 0.668 0.849
C -3.120 -0.206 1.644
C -3.059 -1.600 1.303
F -2.377 -1.943 0.178
C -3.625 -2.602 2.045
F -3.489 -3.872 1.615
C -4.330 -2.355 3.213
C -4.423 -1.022 3.570
F -5.099 -0.696 4.692
C -3.860 0.003 2.845
F -4.013 1.263 3.326
H -1.842 4.263 -2.350
H -1.826 2.794 -3.353
H -0.507 3.099 -2.224
H -4.061 3.612 -1.380
H -4.246 1.931 -0.816
H -3.994 2.258 -2.534
H -2.034 3.929 0.141
H -0.790 2.663 0.077
H -3.635 2.450 1.157
H -2.134 2.401 2.047
H -4.781 -3.144 3.797
C -6.210 0.384 -5.253
C -5.178 -0.029 -4.234
C -3.849 -0.229 -4.582
C -2.938 -0.604 -3.602
N -3.269 -0.776 -2.323
C -4.545 -0.579 -1.988
C -5.522 -0.215 -2.900
H -5.770 0.478 -6.247
H -6.652 1.347 -4.985
H -7.022 -0.345 -5.306
H -3.522 -0.094 -5.607
H -1.890 -0.755 -3.850
H -4.786 -0.710 -0.935
H -6.545 -0.066 -2.568
N 0.921 -0.504 -0.983
P 2.016 -0.447 0.057
N 1.719 -1.100 1.600
C 0.343 -1.503 1.922
C 0.129 -1.495 3.428
C 1.019 -2.560 4.091
C 2.353 -2.717 3.330
C 2.730 -1.434 2.596
N 3.522 -1.273 -0.265
C 4.239 -0.688 -1.431
C 5.219 -1.693 -2.050
C 5.801 -2.585 -0.958
C 4.676 -3.454 -0.375
C 3.328 -2.721 -0.440
N 2.662 1.099 0.354
C 3.723 1.376 1.310
C 4.567 2.559 0.850
C 3.721 3.838 0.698
C 2.272 3.498 0.303
C 2.242 2.204 -0.497
H 0.104 -2.501 1.526
H -0.342 -0.812 1.444
H -0.925 -1.666 3.655
H 0.382 -0.499 3.806
H 0.491 -3.516 4.100
H 1.205 -2.296 5.135
H 2.269 -3.523 2.595
H 3.159 -2.995 4.013
H 3.691 -1.554 2.095
H 2.855 -0.631 3.339
H 4.805 0.179 -1.077
H 3.535 -0.336 -2.192
H 6.004 -1.150 -2.583
H 4.707 -2.318 -2.790
H 6.220 -1.946 -0.174
H 6.615 -3.207 -1.336
H 4.912 -3.727 0.658
H 4.598 -4.388 -0.944
H 2.674 -3.077 0.356
H 2.808 -2.942 -1.380
H 4.352 0.490 1.421
H 3.319 1.605 2.309
H 5.030 2.305 -0.108
H 5.381 2.718 1.561
H 4.168 4.475 -0.069
H 3.735 4.414 1.627
H 1.823 4.315 -0.269
H 1.657 3.356 1.199
H 2.886 2.318 -1.387
H 1.254 1.968 -0.872
*
```

Output
- energy relative to the best compared isomer or geometry (same formula, charge and spin) (eV) = 0.641
- highest occupied orbital energy (eV) = -3.9
- energy (eV) = -67934.01799
- Kohn-Sham gap (Eh) = 0.2201
- LUMO energy (eV) = 2.09

***

Entry 5:
# C7H9ClOS

An isolated molecule of C7H9ClOS in a non-equilibrium geometry (the ωB97M-V functional and the def2-TZVPD basis, the Open Molecules 2025 dataset).

ORCA input file:
```
! wB97M-V def2-TZVPD RIJCOSX def2/J DEFGRID3
* xyz 0 1
C -0.300 1.058 -2.027
C -1.346 0.898 -0.972
C -0.742 0.838 0.524
O 0.171 1.833 0.945
Cl -2.245 0.678 1.533
C 0.032 -0.453 0.709
C 1.215 -0.579 1.371
C 1.767 -1.862 1.241
C 0.856 -2.786 0.766
S -0.485 -1.954 0.072
H 0.749 0.660 -1.675
H -0.704 0.675 -2.924
H 0.013 2.091 -2.256
H -2.056 1.655 -0.757
H -1.865 -0.020 -1.277
H -0.272 2.610 0.702
H 1.680 0.317 1.872
H 2.725 -1.863 1.651
H 0.808 -3.795 0.503
*
```

Output
- energy relative to the best compared isomer or geometry (same formula, charge and spin) (eV) = 0.716
- highest occupied orbital energy (eV) = -8.8
- structure (SMILES) = CC[C@@](O)(Cl)c1cccs1
- energy (eV) = -32808.70135
- Kohn-Sham gap (Eh) = 0.3470
- LUMO energy (eV) = 0.67